1.
# C12H36FO6Pb

A molecular structure, C12H36FO6Pb in a non-equilibrium geometry (ωB97M-V/def2-TZVPD, the OMol25 dataset).

```
56
Properties=species:S:1:pos:R:3:forces:R:3:nbo_charge:R:1
Pb 36.921 7.779 -20.705 -2.099 -1.304 0.225 1.79
F 34.739 6.503 -20.288 1.639 1.559 0.132 -0.89
C 33.798 10.521 -23.213 0.262 1.743 1.008 -0.65
C 35.234 10.080 -22.955 -0.476 1.025 -2.529 -0.07
O 35.125 9.048 -22.072 1.531 -3.226 3.227 -0.84
H 33.726 11.152 -24.098 -0.223 -0.108 0.099 0.25
H 33.559 11.102 -22.323 -0.292 0.636 -0.151 0.21
H 33.025 9.754 -23.160 0.569 -0.524 -0.715 0.23
H 35.939 10.777 -22.503 -0.375 0.567 -0.530 0.19
H 35.609 9.647 -23.883 0.614 0.504 -0.205 0.18
H 34.739 8.343 -22.598 -1.309 -1.159 0.116 0.53
C 37.068 3.827 -21.152 -0.598 -0.877 0.077 -0.66
C 37.363 4.217 -19.708 -1.647 -3.989 -0.996 -0.09
O 37.932 5.415 -19.592 1.254 5.221 0.339 -0.77
H 36.433 4.512 -21.714 -0.319 0.472 0.363 0.19
H 36.474 2.919 -21.046 -0.050 -0.168 -0.424 0.26
H 37.877 3.598 -21.845 0.527 -0.020 0.544 0.23
H 37.938 3.443 -19.199 0.519 -0.085 -0.245 0.21
H 36.444 4.162 -19.126 -0.253 0.618 -0.151 0.19
H 38.822 5.447 -19.949 0.377 -0.488 0.098 0.50
C 32.445 3.240 -19.028 -0.138 0.446 0.214 -0.63
C 32.074 4.414 -19.963 1.295 -1.039 0.409 -0.06
O 33.142 4.450 -20.921 -0.480 0.012 -1.253 -0.76
H 33.402 3.504 -18.577 -0.088 0.007 0.438 0.19
H 32.662 2.301 -19.538 -0.324 0.237 -0.575 0.23
H 31.705 2.998 -18.265 0.028 0.302 0.114 0.23
H 32.139 5.389 -19.479 -0.705 -0.194 0.617 0.14
H 31.097 4.286 -20.430 0.211 0.054 -0.251 0.20
H 33.788 5.111 -20.662 0.069 -0.090 0.126 0.47
C 34.008 6.784 -25.140 1.335 0.229 0.484 -0.64
C 34.034 6.090 -23.709 -1.606 1.875 -2.737 -0.07
O 33.289 7.079 -22.975 0.516 0.431 0.814 -0.76
H 33.138 7.407 -25.343 -0.660 -1.002 0.123 0.24
H 34.327 6.178 -25.988 -0.531 -0.360 0.168 0.24
H 34.739 7.591 -25.184 0.674 0.077 0.437 0.18
H 35.063 6.042 -23.351 -0.004 -0.619 0.155 0.14
H 33.444 5.175 -23.758 0.636 -0.232 0.384 0.22
H 33.056 6.734 -22.110 -0.047 -0.553 0.130 0.48
C 34.585 7.258 -15.594 0.081 0.256 0.725 -0.64
C 34.326 7.152 -17.085 0.805 -0.368 1.592 -0.08
O 34.172 5.840 -17.498 0.503 0.461 -0.020 -0.54
H 33.667 7.520 -15.067 0.302 -0.214 0.339 0.24
H 35.349 8.016 -15.422 -0.392 0.579 -0.053 0.23
H 35.103 6.407 -15.152 -0.645 -0.537 -0.273 0.26
H 35.132 7.771 -17.478 0.069 -0.429 -1.358 0.17
H 33.375 7.645 -17.288 -0.935 0.764 -0.571 0.24
H 34.430 5.828 -18.423 0.078 -0.421 -0.815 0.50
C 31.215 9.884 -19.460 0.098 -0.317 -0.539 -0.63
C 32.174 8.985 -20.302 -1.245 0.747 1.649 -0.11
O 32.352 7.807 -19.576 -0.509 -0.005 0.798 -0.41
H 30.330 9.358 -19.101 0.360 -0.559 0.145 0.25
H 30.737 10.672 -20.043 0.715 0.301 -0.118 0.25
H 31.802 10.243 -18.615 -0.245 0.311 -0.008 0.23
H 33.139 9.437 -20.527 -0.154 -0.026 -0.435 0.21
H 31.613 8.639 -21.171 -0.070 0.122 -0.865 0.28
H 33.153 7.356 -19.854 1.351 -0.644 -0.273 0.52
```
Forces are in eV/Å.

Output
total charge: +2
2S+1: 2
F_max: 0.1046 hartree/bohr
E_HOMO (alpha / beta): -0.552 / -0.552 Eh

2.
# C12H36InO16P4

A molecular structure, C12H36InO16P4 in a non-equilibrium geometry (ωB97M-V/def2-TZVPD, the OMol25 dataset).

```
69
Properties=species:S:1:pos:R:3:forces:R:3:nbo_charge:R:1
In 18.282 -6.189 -21.607 -0.152 -0.233 0.122 1.37
C 17.299 -11.378 -21.838 1.456 0.954 -0.611 -0.26
O 16.222 -10.705 -22.528 -2.119 1.511 1.517 -0.75
P 15.435 -9.448 -21.741 -1.015 -2.714 -1.148 2.56
O 16.232 -8.211 -21.541 0.150 0.063 -0.364 -1.14
O 14.961 -10.134 -20.364 1.542 0.646 -1.829 -0.76
C 15.078 -9.408 -19.149 -1.880 0.685 1.060 -0.27
O 14.037 -9.285 -22.614 3.611 1.849 2.350 -0.74
C 13.153 -10.371 -22.725 0.129 -1.609 -0.487 -0.26
H 18.156 -10.961 -22.367 0.564 0.177 0.519 0.19
H 17.462 -12.439 -22.031 -1.303 -0.145 -0.124 0.25
H 17.347 -11.169 -20.770 -0.193 -0.016 -0.126 0.20
H 15.372 -8.360 -19.197 0.729 -0.275 -0.613 0.20
H 15.606 -9.959 -18.370 -0.022 -0.127 -0.339 0.22
H 14.019 -9.298 -18.917 -0.042 -0.220 0.996 0.23
H 12.147 -10.194 -22.346 0.079 0.634 -0.411 0.23
H 13.513 -11.242 -22.178 0.119 -0.078 -0.189 0.20
H 13.272 -10.517 -23.799 -1.138 -0.799 -0.091 0.23
C 22.639 -8.803 -21.348 0.238 -1.698 1.881 -0.29
O 23.356 -7.588 -21.136 -1.365 2.105 -2.148 -0.72
P 22.703 -6.352 -21.974 2.537 0.060 1.433 2.56
O 21.222 -6.255 -21.825 -0.225 0.404 -0.385 -1.12
O 23.230 -6.463 -23.459 -0.527 0.428 0.872 -0.74
C 22.970 -5.462 -24.450 -0.458 0.027 -2.088 -0.28
O 23.604 -5.112 -21.359 -1.736 -1.737 -2.201 -0.69
C 23.049 -4.453 -20.281 -0.036 1.178 2.041 -0.27
H 23.337 -9.601 -21.599 -0.065 0.274 -0.916 0.24
H 21.695 -8.764 -21.893 0.484 0.254 -0.470 0.19
H 22.380 -9.124 -20.339 -0.393 0.037 0.246 0.21
H 22.714 -4.434 -24.195 0.493 -0.211 1.016 0.21
H 22.154 -5.767 -25.105 -0.553 -0.542 0.420 0.20
H 23.749 -5.474 -25.212 0.681 0.068 0.691 0.25
H 22.111 -3.909 -20.389 -0.522 -0.247 -0.941 0.21
H 23.714 -3.636 -20.004 0.392 -0.386 0.188 0.24
H 22.854 -5.150 -19.465 0.268 0.007 0.300 0.20
C 17.071 -4.325 -26.237 1.529 0.556 0.380 -0.26
O 15.794 -4.793 -25.987 -1.495 -2.562 1.095 -0.69
P 15.359 -5.972 -24.905 -1.500 1.407 -2.364 2.56
O 16.406 -6.200 -23.890 0.140 -0.160 0.459 -1.11
O 13.890 -5.449 -24.518 1.730 -2.202 -1.659 -0.72
C 13.730 -4.473 -23.563 0.428 2.408 2.740 -0.28
O 15.019 -7.265 -25.844 -1.036 3.005 2.557 -0.65
C 16.052 -8.124 -26.150 0.769 -1.174 -1.632 -0.27
H 17.907 -4.849 -25.774 -0.339 -0.549 0.426 0.19
H 17.062 -3.344 -25.762 0.376 0.602 -0.453 0.23
H 17.334 -4.288 -27.295 -0.683 0.316 -0.153 0.24
H 14.017 -3.460 -23.846 0.101 -0.035 -0.907 0.21
H 14.369 -4.645 -22.696 0.048 -0.421 0.171 0.17
H 12.733 -4.323 -23.148 -0.310 -0.870 -0.660 0.24
H 16.595 -8.517 -25.291 -0.136 -0.006 0.056 0.21
H 16.726 -7.598 -26.826 0.578 0.035 -0.007 0.22
H 15.590 -8.885 -26.778 0.230 -0.324 0.364 0.24
C 20.772 -2.751 -16.299 -0.002 1.216 0.731 -0.27
O 20.475 -3.370 -17.545 -1.619 -0.860 -1.553 -0.79
P 18.948 -3.659 -18.058 0.740 0.322 3.746 2.56
O 18.978 -4.366 -19.367 -0.396 0.518 -0.279 -1.08
O 18.303 -4.601 -16.828 0.497 1.630 -2.444 -0.74
C 19.165 -5.552 -16.135 0.516 0.974 0.148 -0.26
O 18.226 -2.175 -17.940 0.225 -4.696 0.445 -0.72
C 18.894 -1.098 -18.543 -0.268 0.881 -1.268 -0.27
H 21.020 -3.484 -15.531 0.036 -0.129 -0.189 0.21
H 19.960 -2.121 -15.935 -0.302 -0.256 -0.016 0.21
H 21.600 -2.056 -16.435 0.195 -0.363 -0.180 0.23
H 19.086 -5.263 -15.087 -0.164 -0.349 0.095 0.23
H 20.199 -5.372 -16.427 -0.066 -0.384 -0.085 0.19
H 18.878 -6.592 -16.291 -0.314 0.258 -0.144 0.22
H 19.146 -0.409 -17.737 0.303 0.168 -0.394 0.23
H 18.159 -0.686 -19.235 -0.018 0.587 0.276 0.22
H 19.699 -1.420 -19.204 0.479 0.134 0.525 0.19
```
Forces are in eV/Å.

Output
total charge: +3
relative energy (zero: lowest compared OMol25 entry of this formula, charge and spin): 5.109 eV
F_max: 0.0918 hartree/bohr
E_HOMO: -0.658 Eh

3.
# C12H36O12

6 unconnected molecules or ions with the total composition C12H36O12 in a non-equilibrium geometry (ωB97M-V/def2-TZVPD, the OMol25 dataset).

```
60
Properties=species:S:1:pos:R:3:forces:R:3:nbo_charge:R:1
O -5.173 -23.844 -22.200 -0.429 0.217 0.130 -0.72
C -4.320 -22.883 -21.610 1.483 -0.446 0.074 -0.09
C -3.566 -23.424 -20.404 -0.203 0.249 0.343 -0.09
O -2.680 -24.472 -20.770 -0.133 -0.195 -0.136 -0.73
H -4.622 -24.465 -22.684 0.050 -0.012 0.080 0.47
H -3.514 -22.637 -22.317 -0.361 0.379 -0.102 0.15
H -4.847 -21.983 -21.299 -0.367 -0.090 -0.318 0.19
H -4.286 -23.711 -19.630 0.136 -0.247 -0.031 0.17
H -2.936 -22.635 -19.977 -0.179 0.144 -0.077 0.17
H -2.998 -25.310 -20.429 -0.070 0.026 -0.001 0.48
O 0.148 -21.742 -23.949 0.053 -0.063 -0.077 -0.73
C -1.222 -21.377 -23.942 -0.304 -0.117 -0.022 -0.11
C -1.989 -22.234 -24.911 -0.169 -0.572 -0.139 -0.08
O -1.746 -21.988 -26.280 -0.182 0.410 -0.205 -0.72
H 0.648 -21.067 -23.482 0.014 -0.017 0.003 0.47
H -1.707 -21.562 -22.976 0.358 0.089 0.202 0.16
H -1.350 -20.320 -24.190 -0.064 0.016 -0.007 0.19
H -3.050 -22.066 -24.708 -0.020 0.160 -0.286 0.17
H -1.844 -23.307 -24.729 0.300 0.100 0.347 0.17
H -0.801 -21.887 -26.426 0.075 -0.084 0.174 0.48
O -3.021 -18.736 -17.899 -0.090 -0.243 0.092 -0.73
C -3.600 -17.488 -18.203 0.203 0.824 -0.291 -0.09
C -3.289 -16.451 -17.143 -0.525 -0.309 0.439 -0.09
O -1.919 -16.098 -17.177 0.248 -0.060 -0.101 -0.73
H -2.066 -18.606 -17.938 -0.014 0.051 -0.097 0.48
H -3.232 -17.140 -19.175 -0.016 0.065 0.032 0.18
H -4.686 -17.566 -18.272 -0.009 -0.415 0.083 0.17
H -3.564 -16.907 -16.185 0.158 0.057 0.048 0.16
H -3.925 -15.566 -17.248 0.064 0.061 -0.265 0.16
H -1.573 -16.067 -16.283 -0.022 0.030 0.024 0.47
O -2.572 -18.434 -22.784 0.722 0.261 -0.178 -0.77
C -2.710 -19.211 -21.608 -1.553 0.161 -0.374 -0.09
C -1.426 -19.263 -20.843 0.480 0.133 0.014 -0.09
O -1.103 -17.997 -20.262 -0.142 -0.550 -0.707 -0.74
H -3.443 -18.246 -23.173 0.101 -0.167 0.046 0.50
H -3.504 -18.748 -21.011 0.202 -0.127 0.415 0.17
H -3.097 -20.199 -21.888 0.333 -0.234 0.216 0.16
H -0.618 -19.564 -21.526 -0.051 -0.044 -0.010 0.15
H -1.459 -20.012 -20.052 -0.204 0.080 0.094 0.19
H -0.950 -17.445 -21.048 0.134 0.392 0.533 0.49
O 0.776 -16.303 -21.613 0.014 0.324 -0.421 -0.73
C 1.647 -17.378 -21.940 -0.265 -0.446 0.500 -0.10
C 3.064 -16.907 -22.188 0.056 0.408 -0.167 -0.09
O 3.640 -16.282 -21.042 -0.268 -0.031 -0.012 -0.71
H 1.087 -15.861 -20.816 -0.050 -0.239 0.139 0.47
H 1.584 -18.127 -21.141 0.302 0.057 0.039 0.17
H 1.214 -17.851 -22.824 0.159 0.167 -0.173 0.18
H 3.032 -16.200 -23.027 0.099 -0.044 0.027 0.17
H 3.749 -17.711 -22.453 -0.221 -0.181 0.002 0.19
H 3.225 -15.420 -20.933 0.146 0.011 -0.026 0.46
O -5.087 -18.535 -24.139 -0.402 -0.179 -0.065 -0.74
C -4.969 -19.626 -25.053 0.090 -0.326 0.241 -0.08
C -6.201 -20.511 -25.055 -0.548 -0.013 -0.417 -0.09
O -6.643 -20.779 -23.739 0.597 0.365 0.574 -0.75
H -5.631 -18.883 -23.415 0.006 0.173 -0.060 0.49
H -4.894 -19.272 -26.082 0.283 0.348 0.133 0.19
H -4.054 -20.172 -24.806 -0.094 -0.133 -0.065 0.17
H -5.987 -21.429 -25.611 0.095 0.013 0.037 0.18
H -6.990 -19.971 -25.596 -0.014 -0.075 0.023 0.16
H -7.273 -21.498 -23.682 0.007 -0.113 -0.272 0.49
```
Forces are in eV/Å.

Output
relative energy (zero: lowest compared OMol25 entry of this formula, charge and spin): 0.502 eV
SMILES: OCCO.OCCO.OCCO.OCCO.OCCO.OCCO
F_max: 0.0312 hartree/bohr
E_HOMO: -0.364 Eh

4.
# C12H36O12

6 unconnected molecules or ions with the total composition C12H36O12 in a non-equilibrium geometry (ωB97M-V/def2-TZVPD, the OMol25 dataset).

```
60
Properties=species:S:1:pos:R:3:forces:R:3:nbo_charge:R:1
O 4.638 -0.494 -2.379 0.294 1.402 -0.848 -0.73
C 3.820 -1.528 -1.906 0.620 0.020 0.384 -0.09
C 2.579 -1.778 -2.742 0.130 0.638 0.651 -0.09
O 2.956 -2.249 -3.986 0.592 -1.249 -1.300 -0.71
H 5.396 -0.526 -1.791 0.277 0.378 -0.308 0.47
H 4.492 -2.381 -1.997 -0.720 -0.922 0.299 0.18
H 3.691 -1.273 -0.854 -0.951 -0.588 0.324 0.14
H 1.954 -0.936 -3.040 -0.161 0.583 1.428 0.17
H 2.010 -2.514 -2.174 -0.255 -0.181 -0.438 0.19
H 3.289 -1.483 -4.458 0.169 -0.125 -0.233 0.47
O 0.713 -0.531 -0.424 -0.718 0.735 -0.894 -0.76
C 0.617 0.864 -0.796 3.122 0.506 0.039 -0.07
C 2.051 1.558 -0.807 -1.283 0.196 -0.588 -0.10
O 2.657 1.544 0.445 0.495 -0.473 1.163 -0.72
H 1.178 -0.728 0.392 -0.091 0.835 0.366 0.48
H 0.228 0.937 -1.812 -0.020 -0.396 0.269 0.18
H 0.064 1.556 -0.160 -0.628 -0.816 0.420 0.17
H 1.921 2.631 -0.951 -0.469 0.067 -0.495 0.17
H 2.726 1.233 -1.599 -0.057 -0.468 -0.035 0.18
H 3.115 0.714 0.599 0.027 -0.078 -0.052 0.46
O -1.387 5.068 1.018 -0.165 1.514 0.238 -0.74
C -0.190 4.512 1.535 -0.588 -2.007 -0.218 -0.09
C -0.101 4.560 3.064 -1.428 2.264 0.611 -0.10
O -0.312 5.959 3.506 1.509 -0.504 0.100 -0.75
H -2.035 4.413 0.750 0.331 -0.221 0.190 0.48
H -0.242 3.497 1.140 0.661 -0.563 0.589 0.17
H 0.689 4.924 1.040 -0.130 0.620 0.299 0.19
H 0.812 4.169 3.514 0.368 0.463 -0.492 0.20
H -0.886 4.122 3.681 -0.392 -1.146 -0.944 0.17
H -0.986 6.407 2.990 -0.149 -0.471 -0.400 0.48
O -3.862 -0.683 -4.100 0.110 0.578 0.192 -0.72
C -3.985 -0.771 -2.675 0.947 1.006 0.351 -0.11
C -2.587 -0.553 -1.961 -0.631 -2.496 -0.179 -0.11
O -2.145 0.763 -1.743 -0.648 0.079 -0.722 -0.71
H -4.776 -0.473 -4.308 0.084 0.044 -0.913 0.46
H -4.604 0.061 -2.340 -0.203 0.097 0.237 0.16
H -4.561 -1.690 -2.566 0.645 -0.329 1.234 0.18
H -1.842 -1.108 -2.532 0.083 0.076 -0.528 0.18
H -2.492 -1.098 -1.021 -0.692 0.192 0.311 0.20
H -1.738 0.965 -2.589 0.002 0.710 0.005 0.47
O -0.372 -3.250 -0.398 -0.237 -0.851 1.681 -0.73
C 0.127 -3.989 0.776 0.425 -0.558 -2.369 -0.10
C 0.966 -5.194 0.212 -2.750 -0.655 1.979 -0.08
O 1.970 -4.944 -0.647 2.009 1.246 -1.009 -0.69
H 0.316 -2.655 -0.705 0.051 0.183 0.079 0.48
H 0.626 -3.333 1.490 0.397 0.106 -0.151 0.16
H -0.680 -4.464 1.333 -0.420 0.315 -0.307 0.19
H 0.288 -5.855 -0.328 -0.411 0.244 -0.012 0.18
H 1.289 -5.806 1.054 0.243 -0.065 0.450 0.14
H 2.652 -4.528 -0.114 0.517 0.105 -0.339 0.46
O -2.734 1.116 4.456 0.627 -0.080 2.007 -0.74
C -2.795 0.430 3.250 0.065 1.223 -1.543 -0.09
C -1.481 0.583 2.435 -0.429 -0.485 -0.255 -0.09
O -0.472 -0.233 2.996 0.151 -0.126 0.271 -0.72
H -2.991 2.041 4.446 -0.050 -0.140 -0.587 0.48
H -3.009 -0.618 3.462 0.270 -0.007 -0.049 0.19
H -3.639 0.847 2.701 -0.092 -0.240 -0.538 0.16
H -1.010 1.566 2.455 -0.931 0.721 -0.033 0.16
H -1.600 0.328 1.382 -0.207 -0.284 0.006 0.19
H -0.315 0.298 3.780 0.686 -0.622 0.609 0.47
```
Forces are in eV/Å.

Output
relative energy (zero: lowest compared OMol25 entry of this formula, charge and spin): 3.304 eV
SMILES: OCCO.OCCO.OCCO.OCCO.OCCO.OCCO
F_max: 0.0671 hartree/bohr
E_HOMO: -0.360 Eh

Number 1: total energy -1222.151610 a.u.. Number 2: total energy -3237.242124 a.u.. Number 3: total energy -1381.580278 a.u.. Number 4: total energy -1381.477275 a.u..